Density functional theory data (wB97M-V/def2-TZVPD) for 2 unconnected molecules or ions with the total composition C10H22BrP in a non-equilibrium geometry.

The geometry in XYZ format:
```
34
Properties=species:S:1:pos:R:3
C 0.48132 -0.08870 -3.95938
C 2.33519 -1.01977 -2.54307
C 0.03958 -1.14555 2.89632
C -0.08340 -1.43410 -0.36096
C -0.02210 -0.46480 -1.46946
C -1.09190 -0.91603 0.71866
C -1.52412 0.88117 2.55385
C 0.79432 -0.98567 -2.71384
C -0.47561 -0.07204 1.92810
C -1.14801 2.32577 2.47893
P -0.94429 2.94138 0.80648
Br 0.37993 2.67160 3.74668
H 1.02624 0.83815 -3.94960
H -0.46106 0.31081 -4.09892
H 0.71798 -0.52446 -4.85585
H 2.54064 -1.60390 -1.64126
H 2.74441 -1.54576 -3.33089
H 2.74127 -0.02920 -2.44455
H 0.69881 -1.76609 2.40736
H 0.50758 -0.71129 3.72480
H -0.71652 -1.71583 3.17272
H 0.87371 -1.46016 -0.02994
H -0.36330 -2.46592 -0.70789
H 0.55721 0.38861 -1.04076
H -0.91938 -0.03492 -1.89194
H -1.73012 -1.76743 1.14737
H -1.65822 -0.15991 0.22463
H -2.47632 0.68194 2.05294
H -1.61776 0.55238 3.55494
H 0.48922 -1.92489 -3.22442
H 0.34666 0.60005 1.55654
H -2.05684 3.10489 3.32806
H -0.31453 4.19944 1.16574
H 0.32940 2.34024 0.79860
```

E ... -90054.777 eV
LUMO energy ... 0.69 eV
Relative energy (zero: lowest compared OMol25 entry of this formula, charge and spin) ... 162.6 kJ/mol
HOMO-LUMO gap ... 10.3458 eV

Results of the natural (NBO) charge analysis, in e, for atoms 1 through 5: -0.61 -0.60 -0.59 -0.41 -0.39